Record 1
Below is C25H15F12N3O6Pt as an isolated structure, with properties calculated with ωB97M-V with the def2-TZVPD basis set.

Each line ends with the Mulliken charge.
Positions of all 62 atoms, in Å:
Pt: -1.002 -0.370 0.074  0.89
F: 1.154 -0.554 3.887  -0.28
F: 0.651 1.278 4.908  -0.28
F: 0.329 1.590 -2.406  -0.19
F: 0.270 -1.648 -4.979  -0.29
F: -0.839 -0.246 4.659  -0.27
F: -0.571 -2.977 -3.482  -0.26
F: -0.998 3.010 3.670  -0.31
F: -0.678 1.023 -4.222  -0.31
F: 1.440 0.662 -4.007  -0.33
F: -1.586 2.596 1.633  -0.23
F: -1.750 -1.377 -4.295  -0.27
F: -2.485 1.504 3.267  -0.29
O: -7.285 -0.212 0.131  -0.61
O: -0.838 -0.179 2.065  -1.13
O: -3.344 1.806 -0.348  -0.53
O: -5.565 1.575 -0.238  -0.87
O: -7.290 -2.385 0.585  -0.71
O: -1.142 -0.693 -1.905  -1.24
N: -3.002 -0.886 0.251  -0.14
N: -3.188 -2.183 0.525  0.18
N: 0.916 0.085 -0.057  0.00
C: 0.178 0.359 4.030  0.48
C: -5.195 -1.352 0.353  0.41
C: 1.503 1.071 0.700  0.88
C: -0.047 -0.768 -2.707  1.72
C: -0.245 0.906 2.631  1.62
C: 2.909 -1.251 -0.308  -0.19
C: 0.260 0.640 -3.334  0.65
C: 4.122 -3.644 -2.993  -1.54
C: -4.211 -0.340 0.136  -0.29
C: 1.642 2.589 2.575  -0.53
C: 3.297 -2.640 -2.231  0.54
C: -4.482 -2.502 0.596  -0.54
C: 2.658 1.714 0.205  -0.07
C: 3.286 2.738 0.875  -1.20
C: 2.782 3.205 2.085  0.28
C: 1.685 -0.778 -0.819  -0.19
C: -0.524 -1.689 -3.874  0.30
C: 2.085 -2.190 -2.735  -0.44
C: 1.263 -1.281 -2.072  -0.58
C: -6.692 -1.340 0.361  0.46
C: 0.990 1.532 1.936  -0.72
C: -4.358 1.154 -0.187  0.70
C: 3.417 4.359 2.817  -1.58
C: 3.698 -2.148 -0.994  -1.07
C: -1.339 2.013 2.800  0.63
H: 2.968 5.316 2.534  0.28
H: 3.300 4.252 3.897  0.37
H: 3.673 -4.641 -2.966  0.27
H: 4.486 4.423 2.601  0.38
H: 3.219 -0.894 0.665  0.56
H: -2.369 -2.753 0.652  0.19
H: 1.245 2.955 3.509  0.44
H: 4.166 3.199 0.437  0.31
H: -6.554 0.607 -0.069  0.44
H: 1.791 -2.566 -3.705  0.46
H: 4.222 -3.363 -4.044  0.35
H: -4.825 -3.498 0.811  0.51
H: 4.630 -2.486 -0.552  0.30
H: 5.126 -3.724 -2.572  0.38
H: 3.039 1.396 -0.757  0.50

Summary:
Energy, eV: -78786.547
Kohn-Sham gap, eV: 6.2
HOMO level, eV: -1.86
Relative energy (zero: lowest compared OMol25 entry of this formula, charge and spin), kcal/mol: 6.6
M, g mol⁻¹: 876.46
Total charge: -2

***

Record 2
Below is an isolated ion of composition C3H8NO2 and charge -1, with properties calculated with ωB97M-V with the def2-TZVPD basis set.

Each line ends with the Mulliken charge.
Positions of all 14 atoms, in Å:
O: 2.254 -0.426 -0.034  -0.86
O: -1.768 -0.800 -1.219  -0.53
N: -0.946 0.899 1.246  -0.68
C: -0.439 -0.202 -0.956  -0.58
C: -0.102 -0.065 0.490  0.30
C: 1.406 0.372 0.609  -0.53
H: -1.918 0.859 0.949  0.19
H: 1.418 1.445 0.241  0.15
H: -0.166 -1.004 1.020  0.22
H: 0.258 -0.862 -1.461  0.28
H: -2.380 -0.104 -0.952  0.27
H: -0.430 0.787 -1.433  0.21
H: 1.555 0.440 1.717  0.25
H: -0.627 1.827 0.966  0.30

Summary:
Energy, eV: -8825.145
Kohn-Sham gap, eV: 6.2
HOMO level, eV: -2.42
Relative energy (zero: lowest compared OMol25 entry of this formula, charge and spin), kcal/mol: 61.0
M, g mol⁻¹: 90.10
Total charge: -1

***

Record 3
Below is a 5-piece molecular cluster, C29H56F9O17P5 overall, with properties calculated with ωB97M-V with the def2-TZVPD basis set.

Each line ends with the Mulliken charge.
Positions of all 116 atoms, in Å:
P: -0.136 -1.056 -2.277  0.03
P: -6.582 4.644 0.741  1.05
P: -2.694 3.541 4.814  0.81
P: 7.427 -3.986 4.008  0.96
P: 4.836 0.686 -4.854  0.85
F: -5.074 -4.843 -1.773  -0.27
F: -7.905 -2.670 -3.022  -0.21
F: -7.860 -3.710 -0.751  -0.21
F: -7.483 -4.999 -2.722  -0.26
F: -3.120 -1.164 0.100  -0.30
F: -4.002 -0.488 -2.018  -0.29
F: -5.223 -2.972 -3.425  -0.26
F: -4.988 -3.131 0.458  -0.28
F: -6.095 -1.360 -0.705  -0.31
O: -3.673 4.644 3.909  -0.09
O: 4.230 -0.141 -6.150  -0.32
O: 4.285 0.055 -3.573  -0.51
O: 1.248 -2.053 -2.758  -0.18
O: -2.451 2.712 3.551  -0.48
O: -5.375 4.135 -0.389  -0.26
O: 6.212 -0.358 -4.767  -0.23
O: 6.107 -3.339 3.584  -0.58
O: 3.459 1.730 -4.941  -0.16
O: 6.650 -4.636 5.410  -0.27
O: -7.790 5.152 1.870  -0.29
O: -1.537 4.717 4.902  -0.31
O: -1.715 2.438 5.718  -0.28
O: -7.730 4.235 -0.375  -0.37
O: 8.204 -3.337 2.605  -0.26
O: -6.185 6.105 0.518  -0.65
O: 7.528 -5.481 3.312  -0.32
C: -1.783 3.209 -0.070  -0.41
C: -7.604 4.580 3.151  -0.51
C: 3.954 -3.903 -1.518  -0.28
C: -0.517 3.352 -3.171  -0.42
C: -0.505 1.921 -2.305  0.39
C: -2.420 1.853 6.796  -0.84
C: 7.003 -6.647 3.913  -0.56
C: 7.265 -4.212 6.611  -0.82
C: 4.854 -1.286 -6.693  -0.57
C: -1.638 -1.958 -3.085  -0.82
C: 3.505 2.652 -6.013  -0.70
C: 2.526 -4.263 -2.279  -0.80
C: 9.590 -3.614 2.538  -0.66
C: -5.269 2.731 -0.522  -0.67
C: -1.128 1.836 -0.759  -0.22
C: -0.284 4.519 5.525  -0.59
C: 3.801 -4.116 0.127  -0.77
C: -4.255 5.669 4.692  -0.89
C: -9.114 4.426 -0.163  -0.59
C: -2.484 -2.636 -1.851  -0.86
C: -1.163 4.680 -2.460  -0.39
C: 0.201 0.642 -3.081  -0.57
C: 7.430 0.360 -4.708  -0.86
C: -5.607 -3.459 -2.066  0.56
C: -1.771 4.621 -0.920  -0.41
C: -7.257 -3.639 -2.104  0.54
C: 1.370 -3.186 -1.824  -0.06
C: -3.657 -1.691 -1.210  0.96
C: -5.071 -2.458 -0.883  0.54
H: 2.721 -4.251 -3.454  0.28
H: 4.233 -1.661 -7.512  0.29
H: 1.558 -2.708 -0.749  0.31
H: -1.110 0.819 -0.133  0.24
H: -2.237 -1.191 -3.734  0.42
H: -4.861 5.228 5.488  0.38
H: -5.055 2.282 0.452  0.28
H: -6.626 4.864 3.549  -0.02
H: 4.222 -2.799 -1.805  0.15
H: -9.343 5.479 0.021  0.25
H: -2.238 3.136 1.011  0.45
H: -4.447 2.503 -1.207  0.17
H: -0.072 3.361 -4.257  0.24
H: -2.743 2.632 7.491  0.36
H: 10.089 -3.227 3.431  0.27
H: -7.674 3.492 3.082  0.36
H: -0.107 0.590 -4.210  0.43
H: -2.192 5.648 -0.481  0.29
H: 7.547 0.962 -5.612  0.37
H: -9.647 4.113 -1.065  0.28
H: 0.356 -3.788 -1.765  0.00
H: 1.381 0.814 -3.042  0.21
H: 2.222 -5.361 -1.937  0.31
H: -1.234 -2.816 -3.810  0.31
H: 6.724 -4.643 7.458  0.24
H: -9.458 3.800 0.662  0.24
H: 2.815 -4.729 0.289  0.24
H: -1.692 -2.832 -0.980  0.34
H: 8.301 -4.557 6.636  0.36
H: -3.482 6.310 5.126  0.31
H: -1.755 1.160 7.319  0.25
H: 7.235 -3.121 6.682  0.33
H: 8.258 -0.351 -4.642  0.24
H: -1.169 5.695 -3.082  0.25
H: 5.928 -6.552 4.089  0.25
H: 7.165 -7.488 3.232  0.28
H: -3.289 1.306 6.422  0.32
H: 5.828 -1.022 -7.109  0.24
H: -0.419 4.342 6.594  0.25
H: 4.762 -4.666 0.564  0.16
H: 7.535 -6.864 4.841  0.23
H: 0.264 3.697 5.058  0.26
H: 3.490 2.128 -6.973  0.30
H: -8.387 4.947 3.820  0.29
H: -2.831 -3.694 -2.212  0.35
H: 10.006 -3.119 1.655  0.25
H: 2.629 3.304 -5.955  0.21
H: 7.439 1.007 -3.827  0.34
H: 4.948 -2.077 -5.945  0.23
H: 3.709 -3.088 0.692  0.25
H: -6.193 2.310 -0.928  0.43
H: 0.306 5.432 5.410  0.28
H: 4.771 -4.657 -1.883  0.33
H: -4.898 6.280 4.051  0.26
H: 9.765 -4.690 2.452  0.29
H: 4.409 3.262 -5.939  0.29

Summary:
Energy, eV: -136663.263
Kohn-Sham gap, eV: 4.8
HOMO level, eV: -7.63
M, g mol⁻¹: 1002.60

***

Record 4
Below is CH3FeLiO as an isolated structure, with properties calculated with ωB97M-V with the def2-TZVPD basis set.

Each line ends with the Mulliken charge.
Positions of all 7 atoms, in Å:
Fe: -3.335 0.519 0.767  0.70
O: 0.259 -1.006 0.400  -0.45
C: 1.075 -1.930 0.542  0.04
Li: 0.032 0.743 1.090  0.95
H: -1.602 -0.061 0.673  0.22
H: 1.127 -2.740 -0.203  0.29
H: 1.541 -2.060 1.534  0.25

Summary:
Energy, eV: -37700.625
Kohn-Sham gap (alpha / beta), eV: 8.5 / 5.7
HOMO level (alpha / beta), eV: -18.00 / -19.55
Relative energy (zero: lowest compared OMol25 entry of this formula, charge and spin), kcal/mol: 0.0
Multiplicity: 7
M, g mol⁻¹: 93.82
Total charge: +2

***

Record 5
Below is one molecule with the formula C3H4N2O2, with properties calculated with ωB97M-V with the def2-TZVPD basis set.

Each line ends with the Mulliken charge.
Positions of all 11 atoms, in Å:
O: -1.570 -0.917 0.000  -0.32
O: -3.835 -0.581 0.000  -0.57
N: -0.913 1.185 0.000  -0.60
N: -2.275 1.133 0.000  0.15
C: -2.717 -0.164 0.000  0.52
C: -0.532 -0.036 0.000  0.70
C: 0.858 -0.533 0.000  -0.95
H: 1.028 -1.153 0.877  0.28
H: -2.827 1.972 0.000  0.22
H: 1.537 0.314 0.006  0.31
H: 1.032 -1.144 -0.884  0.28

Summary:
Energy, eV: -10251.034
Kohn-Sham gap, eV: 10.2
HOMO level, eV: -9.40
Relative energy (zero: lowest compared OMol25 entry of this formula, charge and spin), kcal/mol: 28.4
M, g mol⁻¹: 100.08

***

Record 6
Below is one molecule with the formula C2H6O2, with properties calculated with ωB97M-V with the def2-TZVPD basis set.

Each line ends with the Mulliken charge.
Positions of all 10 atoms, in Å:
O: 0.444 -1.952 0.259  -0.50
O: -0.399 0.193 0.471  -0.35
C: 0.288 -0.749 -0.395  -0.19
C: 0.069 1.741 -0.143  -0.63
H: 0.045 0.132 1.333  0.41
H: -0.141 2.279 0.802  0.14
H: -0.417 -2.385 0.331  0.34
H: -0.863 1.897 -0.719  0.16
H: -0.341 -0.793 -1.290  0.23
H: 1.265 -0.327 -0.628  0.40

Summary:
Energy, eV: -6261.873
Kohn-Sham gap, eV: 8.2
HOMO level, eV: -7.74
Relative energy (zero: lowest compared OMol25 entry of this formula, charge and spin), kcal/mol: 101.0
M, g mol⁻¹: 62.07